2 unconnected molecules or ions with the total composition C5H8OS2, computed with ωB97M-V/def2-TZVPD.

CARTESIAN COORDINATES (ANGSTROEM)
C1 -2.8205 -0.8990 0.2280
C2 -0.3241 -1.2061 1.0308
C3 -1.4209 -0.9788 0.2725
C4 1.3154 -0.5392 -0.8158
C5 1.0732 -0.9588 0.6458
O1 -3.9161 -1.1553 0.5532
S1 -2.0239 -0.0334 -1.1385
S2 0.4304 3.6075 -1.0800
H1 -0.5260 -1.9877 1.8424
H2 1.2355 -1.4396 -1.4313
H3 2.4273 -0.3901 -1.0142
H4 0.6322 0.2099 -1.1912
H5 1.3734 0.0180 1.4155
H6 1.7616 -1.7632 0.9582
H7 1.1014 3.0682 -0.0253
H8 -0.3188 4.4476 -0.2499

Output
SMILES: CC/C=C1\SC1=O.S
Frontier orbital gap in eV: 8.695
Energy above the lowest of the compared OMol25 structures with the same formula, charge and spin in kJ/mol: 273.5
HOMO level in eV: -8.82
Electronic energy in eV: -29029.8467

Mulliken population analysis, charges in e, atoms 1 to 6: C -0.014; C -0.141; C 0.270; C -1.092; C 0.002; O -0.440